Below is one molecule with the formula C4H8N2O2, with properties calculated with ωB97M-V with the def2-TZVPD basis set.

The HOMO-LUMO gap is 9.318 eV. Its LUMO energy is 0.66 eV. The energy above the lowest of the compared OMol25 structures with the same formula, charge and spin comes out at 697.0 kJ/mol.

Geometry as ORCA input:
```
! RIJCOSX wB97M-V def2-TZVPD def2/J DEFGRID3
* xyz 0 1
C 3.0030 0.5756 0.3146
C 1.1128 -0.8352 -0.4851
C -0.0347 -1.4847 -0.2825
C -1.9233 -0.5284 0.4577
H 3.4970 0.1230 -0.6355
H 3.3375 -0.0100 1.1715
H 3.0712 1.5147 0.4624
H 1.8334 -1.3116 -1.2721
H 0.0497 -2.5744 -0.4581
H -2.9292 -0.6880 1.0839
H -2.9714 0.8498 -0.5586
H -0.2909 1.7465 -0.1631
N -1.0792 -1.4081 0.4953
N -1.8766 0.6587 -0.5475
O 1.5394 0.4341 0.0425
O -1.2710 1.9698 0.0458
*
```



Below is a 2-piece molecular cluster, C4H8N2O2 overall, with properties calculated with ωB97M-V with the def2-TZVPD basis set.

The HOMO-LUMO gap is 10.433 eV. Its LUMO energy is 0.70 eV. The energy above the lowest of the compared OMol25 structures with the same formula, charge and spin comes out at 338.6 kJ/mol.

Geometry as ORCA input:
```
! RIJCOSX wB97M-V def2-TZVPD def2/J DEFGRID3
* xyz 0 1
C -1.1110 1.1545 2.6142
C -0.4567 0.8334 -1.4514
C 0.3987 -1.1401 -0.0187
C 0.5374 0.2612 -0.3976
N 1.3338 0.9483 0.3005
N -1.6658 2.0513 2.0165
O -0.6295 0.3811 3.3254
O 1.2100 2.3664 0.1660
H 0.1676 1.4622 -2.0757
H -1.2432 1.5388 -1.1641
H -0.9735 -0.0759 -1.8933
H 0.5716 -1.2201 1.0805
H 1.1386 -1.8194 -0.4910
H -0.5745 -1.4746 -0.3229
H 1.8283 2.6868 -0.4818
H -1.4954 2.8048 1.4072
*
```



Below is one molecule with the formula C4H8N2O2, with properties calculated with ωB97M-V with the def2-TZVPD basis set.

The HOMO-LUMO gap is 9.777 eV. Its LUMO energy is 0.80 eV. The energy above the lowest of the compared OMol25 structures with the same formula, charge and spin comes out at 330.4 kJ/mol.

Geometry as ORCA input:
```
! RIJCOSX wB97M-V def2-TZVPD def2/J DEFGRID3
* xyz 0 1
C -0.8956 -1.4422 0.9463
C 1.0688 0.5475 0.9339
N -0.3516 1.1657 -1.5115
N -1.1310 0.5937 -0.4654
C -0.2676 -0.4034 0.0684
C 0.8424 0.4047 -1.5633
O 0.4745 -0.8911 -0.9761
O 1.7637 0.5356 -2.3047
H -0.8464 1.1964 -2.3972
H -1.3775 1.3072 0.2146
H -0.1184 -2.0649 1.3786
H -1.4801 -0.9729 1.7342
H -1.5434 -2.0723 0.3379
H 1.3935 1.5431 0.6388
H 0.5580 0.6781 1.8888
H 1.9108 -0.1252 1.0766
*
```



Below is one molecule with the formula C4H8N2O2, with properties calculated with ωB97M-V with the def2-TZVPD basis set.

The HOMO-LUMO gap is 10.240 eV. Its LUMO energy is 0.57 eV. The energy above the lowest of the compared OMol25 structures with the same formula, charge and spin comes out at 286.7 kJ/mol.

Geometry as ORCA input:
```
! RIJCOSX wB97M-V def2-TZVPD def2/J DEFGRID3
* xyz 0 1
C 1.3102 -0.7065 0.0059
C 0.1054 -0.9189 0.9274
C -1.1608 -0.1673 0.4602
C -1.2781 -0.6260 -0.9637
H 1.5358 2.3610 -0.5093
H 0.8403 1.8338 0.8439
H 1.9442 -1.5511 -0.2665
H -0.0947 -1.9365 1.0802
H 0.2792 -0.4549 1.9401
H -1.0884 0.8942 0.5558
H -2.1686 -0.4812 0.9351
H -0.4147 0.9617 -1.1202
N 1.0285 1.6538 -0.1585
N 1.6692 0.4135 -0.5505
O -0.6989 0.3083 -1.7862
O -1.8085 -1.5838 -1.3938
*
```



Below is one molecule with the formula C4H8N2O2, with properties calculated with ωB97M-V with the def2-TZVPD basis set.

The HOMO-LUMO gap is 9.013 eV. Its LUMO energy is 0.53 eV. The energy above the lowest of the compared OMol25 structures with the same formula, charge and spin comes out at 365.2 kJ/mol.

Geometry as ORCA input:
```
! RIJCOSX wB97M-V def2-TZVPD def2/J DEFGRID3
* xyz 0 1
C -1.8527 0.3622 -0.1209
C -0.5675 1.3136 -0.2490
C 0.7383 0.9847 -0.2570
C 2.7009 -0.4819 0.0551
H -1.3729 -0.6310 1.5431
H -2.2825 -1.6056 0.5306
H -2.6949 0.9279 0.1575
H -2.1130 -0.0150 -1.1528
H -0.6569 2.3966 -0.2314
H 1.5151 1.7573 -0.0908
H -0.2391 -1.3571 -0.0681
H 2.9609 -1.4887 -0.1583
N -1.5456 -0.8649 0.5939
N 1.3631 -0.3180 -0.1976
O 0.5961 -1.4019 -0.7162
O 3.4506 0.4218 0.3620
*
```



Below is a 2-piece molecular cluster, C4H8N2O2P overall, with properties calculated with ωB97M-V with the def2-TZVPD basis set.

The HOMO-LUMO gap (alpha / beta) is 6.670 / 6.673 eV. Its LUMO energy (alpha / beta) is 3.53 / 3.53 eV. The energy above the lowest of the compared OMol25 structures with the same formula, charge and spin comes out at 242.6 kJ/mol.

Geometry as ORCA input:
```
! RIJCOSX wB97M-V def2-TZVPD def2/J DEFGRID3
* xyz -1 1
C -3.4224 1.0203 0.0815
C 0.2803 0.5835 -1.2072
C 0.2804 -1.1320 0.6522
C 0.7170 0.2345 0.1755
N -2.8910 2.1171 0.0135
N 1.5255 1.0011 0.7959
O -3.4362 -1.4671 1.3232
O -2.8963 -1.1861 -1.1221
P -2.8878 -0.6478 0.2547
H -0.8449 0.2725 -1.1658
H 0.2784 1.6978 -1.2343
H 0.8837 -0.1313 -1.8483
H -0.5714 -0.9548 1.2539
H 1.0571 -1.4945 1.2822
H 0.0577 -1.8602 -0.2160
H -1.9496 2.1766 0.0377
H 1.8752 0.6011 1.6994
*
```



Below is one molecule with the formula C4H8N2O3, with properties calculated with ωB97M-V with the def2-TZVPD basis set.

The HOMO-LUMO gap is 10.095 eV. Its LUMO energy is 0.48 eV. The energy above the lowest of the compared OMol25 structures with the same formula, charge and spin comes out at 324.0 kJ/mol.

Geometry as ORCA input:
```
! RIJCOSX wB97M-V def2-TZVPD def2/J DEFGRID3
* xyz 0 1
C 2.2847 -0.0182 -0.3471
C 0.9813 0.7184 -0.1435
C -1.3939 0.7537 0.2601
C -2.5812 -0.2566 -0.0757
H 1.9972 -1.3481 1.1937
H 3.2821 -1.7945 0.0114
H 2.6757 -0.0068 -1.4387
H 3.0151 0.6373 0.1178
H -0.1163 -0.9480 -0.7066
H -1.4708 0.9331 1.5670
H -1.4145 1.8540 -0.2286
H -4.3009 -0.1655 -0.0371
N 2.1642 -1.4690 0.0773
N -0.2021 0.0862 -0.1584
O 1.1228 1.9102 0.1395
O -2.3671 -1.3806 0.0929
O -3.6764 0.4945 -0.3239
*
```



Below is one molecule with the formula C4H8N2O3, with properties calculated with ωB97M-V with the def2-TZVPD basis set.

The HOMO-LUMO gap is 10.635 eV. Its LUMO energy is 0.54 eV. The energy above the lowest of the compared OMol25 structures with the same formula, charge and spin comes out at 403.3 kJ/mol.

Geometry as ORCA input:
```
! RIJCOSX wB97M-V def2-TZVPD def2/J DEFGRID3
* xyz 0 1
C 2.3489 0.9345 0.4775
C 1.0109 -0.7588 -0.2054
C -1.4802 -0.4415 0.1798
C -1.4536 1.0744 0.4149
H 2.7708 0.0673 1.1298
H 2.2619 1.8970 1.1516
H 3.2111 1.2950 -0.2772
H -0.5053 -2.2095 -0.4338
H -2.7592 -2.0480 0.2510
H -2.4963 1.5917 0.6535
H -0.6302 1.1752 1.2673
H 0.0459 1.7216 -0.9136
N -0.3814 -1.2142 -0.4394
N -2.6753 -0.9568 0.3468
O 0.9945 0.5392 -0.0737
O 2.0137 -1.5959 -0.0993
O -0.8903 1.9135 -0.7497
*
```